Entry 1:
{
  "formula": "C36H29BeN3O3PS",
  "method": "ωB97M-V/def2-TZVPD",
  "orbital_gap_ev": 8.66,
  "e_homo_ha": -0.421,
  "e_above_lowest_kj_mol": 0.0,
  "total_charge": 1,
  "symbols": ["Be", "O", "C", "O", "C", "P", "C", "C", "C", "C", "C", "C", "C", "C", "C", "C", "C", "C", "H", "H", "H", "H", "H", "H", "H", "H", "H", "H", "H", "H", "O", "S", "C", "C", "C", "C", "C", "C", "C", "C", "C", "C", "C", "C", "H", "H", "H", "H", "H", "H", "H", "H", "H", "H", "N", "C", "C", "C", "C", "C", "C", "C", "N", "C", "C", "N", "C", "H", "H", "H", "H", "H", "H", "H"],
  "positions_angstrom": [[0.13, -0.50, 0.27], [-2.95, 1.06, 1.12], [-1.77, 0.86, 1.18], [-1.01, 0.52, 0.15], [-1.02, 0.99, 2.52], [0.62, 0.17, 2.41], [1.83, 1.42, 2.91], [1.85, 1.89, 4.23], [2.74, 2.89, 4.59], [3.61, 3.42, 3.64], [3.59, 2.96, 2.34], [2.70, 1.96, 1.97], [0.69, -1.12, 3.69], [-0.43, -1.89, 3.97], [-0.33, -2.99, 4.80], [0.89, -3.35, 5.36], [2.02, -2.58, 5.08], [1.92, -1.47, 4.25], [-1.65, 0.59, 3.32], [-0.89, 2.05, 2.72], [1.17, 1.48, 4.97], [2.75, 3.26, 5.61], [4.30, 4.21, 3.93], [4.26, 3.38, 1.60], [2.68, 1.59, 0.95], [-1.39, -1.63, 3.54], [-1.22, -3.58, 5.03], [0.97, -4.21, 6.01], [2.97, -2.85, 5.52], [2.80, -0.87, 4.05], [-0.35, -2.05, 0.34], [-0.81, -3.03, -0.73], [-2.57, -2.80, -0.86], [-3.24, -2.00, 0.06], [-4.60, -1.82, -0.10], [-5.27, -2.43, -1.15], [-4.58, -3.22, -2.06], [-3.22, -3.40, -1.93], [-0.71, -4.59, 0.09], [-0.36, -5.70, -0.68], [-0.30, -6.94, -0.06], [-0.57, -7.05, 1.30], [-0.90, -5.93, 2.05], [-0.98, -4.68, 1.45], [-2.70, -1.51, 0.86], [-5.13, -1.18, 0.60], [-6.33, -2.27, -1.27], [-5.11, -3.69, -2.88], [-2.67, -4.01, -2.64], [-0.15, -5.59, -1.74], [-0.04, -7.82, -0.64], [-0.51, -8.02, 1.77], [-1.11, -6.03, 3.11], [-1.23, -3.80, 2.02], [9.35, -4.89, -0.22], [8.40, -4.26, -0.34], [7.20, -3.47, -0.49], [7.15, -2.43, -1.41], [6.00, -1.68, -1.55], [4.89, -1.96, -0.77], [4.93, -3.00, 0.16], [6.08, -3.75, 0.29], [3.70, -1.18, -0.92], [3.52, -0.08, -1.74], [2.24, 0.33, -1.57], [1.62, -0.50, -0.66], [2.52, -1.40, -0.29], [8.02, -2.21, -2.01], [5.99, -0.88, -2.27], [4.09, -3.23, 0.79], [6.12, -4.56, 1.01], [4.30, 0.32, -2.36], [1.73, 1.15, -2.03], [2.34, -2.18, 0.43]]
}


Entry 2:
{
  "formula": "C36H30CuF4N4O4Sb",
  "method": "ωB97M-V/def2-TZVPD",
  "orbital_gap_ev": [7.96, 5.61],
  "multiplicity": 2,
  "e_homo_ha": [-0.391, -0.387],
  "e_above_lowest_kj_mol": 106.4,
  "total_charge": 1,
  "symbols": ["Cu", "C", "C", "C", "C", "C", "C", "C", "F", "C", "C", "C", "O", "C", "C", "N", "C", "C", "O", "O", "H", "H", "H", "H", "H", "H", "H", "H", "H", "H", "H", "F", "C", "C", "C", "C", "C", "C", "Sb", "C", "C", "C", "C", "F", "C", "C", "C", "C", "C", "C", "F", "C", "C", "H", "H", "H", "H", "H", "H", "H", "H", "H", "H", "H", "H", "C", "N", "C", "C", "O", "N", "C", "N", "H", "H", "H", "H", "H", "H", "H"],
  "positions_angstrom": [[1.42, 1.03, -0.82], [-4.46, 4.58, -2.48], [-4.84, 3.10, -2.38], [-5.54, 2.66, -3.66], [-5.80, 1.16, -3.64], [-4.48, 0.45, -3.54], [-4.25, -0.73, -4.18], [-3.02, -1.38, -4.04], [-2.82, -2.53, -4.69], [-2.03, -0.87, -3.25], [-2.25, 0.35, -2.58], [-1.21, 0.86, -1.70], [-0.10, 0.23, -1.66], [-1.56, 2.01, -0.95], [-2.74, 2.66, -1.23], [-3.64, 2.26, -2.13], [-3.46, 1.03, -2.75], [-0.80, 2.54, 0.27], [-1.30, 3.47, 0.87], [0.26, 1.89, 0.61], [-5.32, 5.14, -2.84], [-3.64, 4.71, -3.19], [-4.17, 5.01, -1.52], [-5.53, 2.96, -1.54], [-4.92, 2.92, -4.52], [-6.48, 3.22, -3.74], [-6.34, 0.84, -4.53], [-6.42, 0.91, -2.77], [-5.01, -1.18, -4.81], [-1.09, -1.39, -3.12], [-2.94, 3.56, -0.67], [-2.24, -2.42, 6.45], [-1.66, -2.09, 5.29], [-2.08, -0.95, 4.63], [-1.48, -0.61, 3.43], [-0.48, -1.42, 2.91], [-0.06, -2.56, 3.59], [-0.66, -2.90, 4.79], [0.56, -0.93, 1.09], [2.44, -0.80, 2.16], [2.67, 0.44, 2.76], [3.80, 0.64, 3.53], [4.70, -0.40, 3.69], [5.81, -0.19, 4.41], [4.49, -1.64, 3.12], [3.35, -1.83, 2.35], [0.33, -2.88, 0.16], [1.26, -3.91, 0.13], [0.94, -5.13, -0.46], [-0.30, -5.28, -1.04], [-0.61, -6.45, -1.62], [-1.23, -4.26, -1.05], [-0.91, -3.06, -0.44], [-2.87, -0.34, 5.06], [-1.79, 0.28, 2.90], [0.72, -3.19, 3.18], [-0.36, -3.78, 5.34], [1.97, 1.25, 2.60], [3.99, 1.59, 4.02], [5.21, -2.43, 3.28], [3.19, -2.81, 1.91], [2.24, -3.80, 0.57], [1.64, -5.95, -0.47], [-2.19, -4.41, -1.53], [-1.64, -2.26, -0.43], [6.68, 1.29, 0.63], [5.33, 1.65, 0.23], [4.77, 2.98, 0.34], [3.41, 2.80, -0.31], [2.57, 3.63, -0.54], [3.28, 1.45, -0.62], [4.43, 0.84, -0.31], [4.63, -0.46, -0.53], [7.28, 2.20, 0.69], [7.14, 0.63, -0.10], [6.70, 0.81, 1.61], [5.37, 3.73, -0.18], [4.65, 3.30, 1.38], [3.94, -0.96, -1.07], [5.53, -0.88, -0.39]]
}


Entry 3:
{
  "formula": "C36H30F12N3O4Re",
  "method": "ωB97M-V/def2-TZVPD",
  "orbital_gap_ev": [6.83, 6.55],
  "e_homo_ha": [-0.508, -0.525],
  "total_charge": 2,
  "symbols": ["Re", "C", "C", "C", "C", "C", "N", "C", "C", "C", "C", "C", "C", "C", "C", "O", "C", "F", "F", "F", "C", "F", "F", "F", "C", "C", "C", "O", "C", "F", "F", "F", "C", "F", "F", "F", "H", "H", "H", "H", "H", "H", "H", "H", "H", "H", "H", "H", "N", "C", "N", "C", "C", "C", "C", "C", "H", "H", "H", "H", "H", "H", "H", "H", "H", "H", "C", "C", "C", "C", "C", "C", "C", "C", "H", "H", "H", "H", "H", "C", "O", "C", "O", "H", "H", "H"],
  "positions_angstrom": [[-0.55, 1.02, 0.54], [1.22, -0.85, -5.80], [1.13, -0.29, -4.42], [2.26, -0.22, -3.60], [2.17, 0.35, -2.34], [0.95, 0.83, -1.88], [0.87, 1.41, -0.59], [1.85, 2.35, -0.20], [2.35, 3.25, -1.16], [3.32, 4.16, -0.82], [3.85, 4.19, 0.47], [4.90, 5.18, 0.85], [3.36, 3.28, 1.41], [2.34, 2.38, 1.12], [1.89, 1.38, 2.20], [0.54, 1.00, 2.09], [1.96, 1.97, 3.64], [3.21, 2.12, 4.08], [1.35, 3.16, 3.66], [1.33, 1.17, 4.50], [2.75, 0.09, 2.09], [2.38, -0.82, 2.99], [4.05, 0.34, 2.23], [2.57, -0.46, 0.87], [-0.22, 0.75, -2.67], [-0.08, 0.20, -3.94], [-1.56, 1.36, -2.22], [-1.81, 1.26, -0.84], [-1.58, 2.87, -2.61], [-0.62, 3.50, -1.91], [-2.75, 3.43, -2.30], [-1.34, 3.04, -3.90], [-2.79, 0.63, -2.85], [-3.91, 0.99, -2.22], [-2.94, 0.88, -4.15], [-2.64, -0.70, -2.68], [2.04, -1.56, -5.89], [1.40, -0.05, -6.52], [0.29, -1.35, -6.09], [3.21, -0.59, -3.95], [3.04, 0.43, -1.71], [1.94, 3.22, -2.16], [3.68, 4.86, -1.57], [5.69, 5.22, 0.09], [5.35, 4.95, 1.81], [4.46, 6.18, 0.91], [3.79, 3.30, 2.40], [-0.93, 0.16, -4.60], [-0.37, -0.94, 0.24], [-0.11, -2.07, 0.36], [0.18, -3.31, 0.49], [-0.62, -4.21, 1.36], [-1.10, -5.40, 0.54], [0.07, -6.09, -0.16], [0.84, -5.11, -1.04], [1.32, -3.91, -0.24], [-1.44, -3.63, 1.78], [0.04, -4.53, 2.17], [-1.83, -5.06, -0.20], [-1.61, -6.09, 1.21], [-0.29, -6.93, -0.76], [0.75, -6.52, 0.59], [0.20, -4.76, -1.86], [1.70, -5.59, -1.50], [1.77, -3.14, -0.87], [2.05, -4.21, 0.52], [-2.29, 1.61, 2.04], [-2.62, 0.44, 2.03], [-3.11, -0.90, 1.99], [-3.49, -1.45, 0.76], [-4.04, -2.72, 0.73], [-4.21, -3.43, 1.91], [-3.82, -2.89, 3.13], [-3.26, -1.62, 3.18], [-3.38, -0.87, -0.15], [-4.36, -3.14, -0.21], [-4.65, -4.42, 1.89], [-3.95, -3.45, 4.05], [-2.96, -1.19, 4.12], [-3.38, 3.90, 3.39], [-2.27, 4.00, 2.44], [-1.80, 2.96, 1.87], [-0.87, 3.05, 1.03], [-3.20, 4.67, 4.12], [-3.39, 2.92, 3.85], [-4.29, 4.09, 2.83]]
}


Entry 4:
{
  "formula": "C36H30F6",
  "method": "ωB97M-V/def2-TZVPD",
  "smiles": "Fc1ccccc1.Fc1ccccc1.Fc1ccccc1.Fc1ccccc1.Fc1ccccc1.Fc1ccccc1",
  "orbital_gap_ev": 9.66,
  "e_homo_ha": -0.333,
  "e_above_lowest_kj_mol": 197.6,
  "total_charge": 0,
  "symbols": ["F", "C", "C", "C", "C", "C", "C", "H", "H", "H", "H", "H", "F", "C", "C", "C", "C", "C", "C", "H", "H", "H", "H", "H", "F", "C", "C", "C", "C", "C", "C", "H", "H", "H", "H", "H", "F", "C", "C", "C", "C", "C", "C", "H", "H", "H", "H", "H", "F", "C", "C", "C", "C", "C", "C", "H", "H", "H", "H", "H", "F", "C", "C", "C", "C", "C", "C", "H", "H", "H", "H", "H"],
  "positions_angstrom": [[-3.00, -2.86, -4.00], [-2.65, -1.63, -3.59], [-3.25, -1.04, -2.49], [-2.81, 0.15, -1.98], [-1.87, 0.84, -2.72], [-1.35, 0.32, -3.92], [-1.70, -0.91, -4.34], [-3.92, -1.62, -1.87], [-3.36, 0.54, -1.05], [-1.50, 1.83, -2.38], [-0.62, 0.90, -4.46], [-1.33, -1.34, -5.24], [2.44, -1.55, -4.35], [2.14, -0.66, -3.38], [2.34, 0.71, -3.72], [2.23, 1.55, -2.59], [1.83, 1.08, -1.34], [1.43, -0.20, -1.15], [1.55, -1.10, -2.16], [2.67, 1.08, -4.67], [2.51, 2.58, -2.70], [1.87, 1.71, -0.48], [0.98, -0.51, -0.21], [1.14, -2.10, -2.18], [0.64, 5.69, 3.28], [0.79, 5.69, 1.96], [1.90, 6.24, 1.34], [2.02, 6.29, -0.06], [1.03, 5.72, -0.80], [-0.12, 5.20, -0.20], [-0.25, 5.19, 1.19], [2.56, 6.76, 1.99], [2.74, 6.94, -0.54], [1.08, 5.74, -1.89], [-0.82, 4.74, -0.85], [-1.11, 4.76, 1.71], [-0.71, -4.45, -2.69], [-1.45, -4.39, -1.54], [-2.77, -4.84, -1.73], [-3.60, -4.74, -0.62], [-3.24, -4.03, 0.55], [-1.90, -3.65, 0.65], [-0.98, -3.82, -0.38], [-3.13, -5.25, -2.72], [-4.60, -5.13, -0.61], [-3.86, -4.05, 1.39], [-1.64, -3.06, 1.52], [0.07, -3.59, -0.19], [2.77, -4.04, 5.43], [2.41, -3.60, 4.17], [3.15, -4.17, 3.12], [3.09, -3.53, 1.93], [2.33, -2.40, 1.72], [1.52, -1.94, 2.73], [1.54, -2.54, 4.03], [3.82, -4.95, 3.30], [3.71, -3.84, 1.13], [2.36, -1.99, 0.73], [0.85, -1.11, 2.66], [0.94, -2.22, 4.89], [-2.97, 1.55, 1.32], [-1.75, 1.56, 1.88], [-1.68, 1.25, 3.25], [-0.46, 1.37, 3.91], [0.66, 1.90, 3.18], [0.60, 2.17, 1.82], [-0.62, 2.03, 1.21], [-2.57, 0.88, 3.74], [-0.44, 1.21, 5.01], [1.63, 1.88, 3.65], [1.42, 2.65, 1.33], [-0.75, 2.21, 0.09]]
}


Entry 5:
{
  "formula": "C36H30N5O8S4W",
  "method": "ωB97M-V/def2-TZVPD",
  "orbital_gap_ev": [5.85, 6.67],
  "e_homo_ha": [-0.134, -0.166],
  "e_above_lowest_kj_mol": 93.1,
  "total_charge": -1,
  "symbols": ["W", "C", "C", "N", "N", "C", "O", "C", "C", "C", "C", "C", "C", "C", "C", "C", "C", "C", "N", "H", "H", "H", "H", "H", "H", "H", "H", "H", "H", "H", "H", "C", "C", "N", "N", "C", "S", "S", "C", "C", "C", "C", "C", "C", "C", "C", "C", "C", "C", "C", "C", "O", "H", "H", "H", "H", "H", "H", "H", "H", "H", "H", "H", "H", "H", "H", "O", "S", "O", "O", "C", "C", "C", "C", "C", "C", "S", "O", "O", "O", "H", "H", "H", "H"],
  "positions_angstrom": [[0.14, 0.48, 0.43], [-3.76, 1.39, -1.40], [-2.35, 0.95, -1.22], [-1.89, 0.38, -0.11], [-2.79, 0.06, 0.88], [-2.13, -0.62, 1.77], [-0.89, -0.96, 1.56], [-2.75, -0.90, 3.08], [-1.98, -1.47, 4.09], [-2.51, -1.64, 5.36], [-3.81, -1.24, 5.62], [-4.58, -0.67, 4.62], [-4.06, -0.50, 3.35], [-1.37, 1.02, -2.23], [-1.58, 1.58, -3.51], [-0.58, 1.52, -4.44], [0.62, 0.86, -4.13], [0.77, 0.36, -2.85], [-0.17, 0.46, -1.90], [-4.33, 1.19, -0.49], [-4.25, 0.89, -2.24], [-3.79, 2.47, -1.59], [-0.96, -1.75, 3.86], [-1.90, -2.08, 6.14], [-4.22, -1.36, 6.62], [-5.60, -0.35, 4.83], [-4.63, -0.03, 2.57], [-2.52, 2.06, -3.72], [-0.72, 1.97, -5.42], [1.41, 0.75, -4.84], [1.67, -0.16, -2.58], [4.22, 2.01, -0.99], [2.73, 1.92, -0.80], [2.18, 0.80, -0.46], [3.10, -0.27, -0.45], [2.56, -1.43, -0.43], [0.90, -1.79, -0.34], [3.67, -2.83, -0.63], [5.04, -2.35, 0.46], [4.88, -2.82, 1.88], [3.90, -2.26, 2.70], [3.76, -2.70, 4.00], [4.58, -3.70, 4.51], [5.55, -4.26, 3.70], [5.69, -3.82, 2.38], [1.95, 3.15, -1.07], [2.57, 4.24, -1.70], [1.89, 5.42, -1.96], [0.56, 5.53, -1.56], [-0.08, 4.48, -0.96], [0.60, 3.27, -0.72], [-0.12, 2.30, -0.18], [4.72, 1.22, -0.43], [4.57, 2.98, -0.64], [4.49, 1.90, -2.04], [5.15, -1.27, 0.38], [5.93, -2.82, 0.02], [3.26, -1.49, 2.31], [2.98, -2.26, 4.63], [4.47, -4.03, 5.53], [6.20, -5.04, 4.08], [6.45, -4.27, 1.75], [3.60, 4.17, -2.02], [2.40, 6.24, -2.45], [0.02, 6.45, -1.74], [-1.11, 4.54, -0.63], [3.64, 1.01, 2.75], [2.23, 1.25, 2.60], [1.86, 2.42, 1.86], [1.51, 0.02, 2.02], [1.53, 1.48, 4.23], [2.32, 1.12, 5.31], [1.88, 1.37, 6.60], [0.66, 1.99, 6.80], [-0.14, 2.35, 5.72], [0.28, 2.09, 4.42], [-0.89, 2.55, 3.12], [-0.53, 3.83, 2.58], [-2.18, 2.43, 3.74], [-0.68, 1.40, 2.18], [3.28, 0.66, 5.12], [2.50, 1.09, 7.44], [0.31, 2.20, 7.81], [-1.11, 2.79, 5.87]]
}


Entry 6:
{
  "formula": "C36H31AsClN2O5PRuS",
  "method": "ωB97M-V/def2-TZVPD",
  "orbital_gap_ev": [7.62, 7.05],
  "multiplicity": 2,
  "e_homo_ha": [-0.189, -0.188],
  "e_above_lowest_kj_mol": 31.9,
  "total_charge": -1,
  "symbols": ["Ru", "O", "C", "O", "C", "C", "C", "C", "C", "N", "C", "O", "O", "H", "H", "H", "H", "C", "C", "O", "H", "H", "H", "Cl", "S", "C", "N", "C", "C", "As", "C", "C", "C", "C", "C", "C", "C", "C", "C", "C", "C", "C", "P", "C", "C", "C", "C", "C", "C", "C", "C", "C", "C", "C", "C", "H", "H", "H", "H", "H", "H", "H", "H", "H", "H", "H", "H", "H", "H", "H", "H", "H", "H", "H", "H", "H", "H", "H", "H"],
  "positions_angstrom": [[0.22, 0.12, -0.48], [4.27, 0.28, 2.13], [3.11, 0.88, 1.84], [2.98, 1.82, 1.11], [1.97, 0.15, 2.53], [2.22, -0.52, 3.72], [1.13, -1.10, 4.36], [-0.11, -1.01, 3.78], [-0.25, -0.36, 2.56], [0.78, 0.22, 1.95], [-1.59, -0.35, 1.86], [-2.60, -0.64, 2.47], [-1.53, 0.04, 0.64], [4.90, 0.55, 1.45], [3.21, -0.58, 4.12], [1.27, -1.63, 5.30], [-1.00, -1.44, 4.23], [-0.32, 2.88, 0.57], [0.00, 2.13, -0.72], [0.15, 2.80, -1.72], [-0.67, 3.88, 0.33], [0.59, 2.93, 1.16], [-1.06, 2.34, 1.18], [0.68, -2.25, 0.13], [1.99, 0.19, -1.94], [3.35, -0.42, -1.13], [4.32, -0.81, -0.65], [-0.59, -0.11, -3.91], [-0.35, 1.32, -4.37], [-0.16, 1.60, -6.31], [-1.80, 0.64, -6.81], [-2.95, 1.41, -6.94], [-4.18, 0.82, -7.17], [-4.28, -0.55, -7.30], [-3.14, -1.34, -7.18], [-1.91, -0.75, -6.94], [1.18, 0.24, -6.71], [1.22, -0.34, -7.97], [2.22, -1.25, -8.30], [3.19, -1.58, -7.36], [3.16, -0.99, -6.11], [2.16, -0.08, -5.78], [-1.19, -0.24, -2.18], [-2.75, 0.70, -2.28], [-3.08, 1.73, -1.41], [-4.27, 2.43, -1.56], [-5.15, 2.09, -2.58], [-4.83, 1.06, -3.45], [-3.65, 0.36, -3.30], [-1.81, -1.95, -2.06], [-1.16, -2.99, -2.72], [-1.60, -4.29, -2.58], [-2.68, -4.58, -1.76], [-3.32, -3.56, -1.08], [-2.89, -2.25, -1.23], [0.33, -0.70, -3.98], [-1.34, -0.60, -4.53], [0.51, 1.76, -3.86], [-1.20, 1.96, -4.11], [-2.88, 2.49, -6.84], [-5.06, 1.44, -7.26], [-5.24, -1.02, -7.48], [-3.21, -2.41, -7.27], [-1.03, -1.37, -6.84], [0.46, -0.10, -8.71], [2.23, -1.70, -9.28], [3.97, -2.29, -7.61], [3.92, -1.24, -5.37], [2.16, 0.37, -4.79], [-2.40, 1.98, -0.60], [-4.51, 3.23, -0.88], [-6.08, 2.63, -2.70], [-5.52, 0.78, -4.25], [-3.42, -0.46, -3.97], [-0.28, -2.79, -3.33], [-1.08, -5.09, -3.09], [-3.01, -5.61, -1.65], [-4.15, -3.77, -0.42], [-3.37, -1.46, -0.66]]
}